A structure of composition CdH12O6, computed with ωB97M-V/def2-TZVPD.

Geometry (Å):
Cd: 0.1200 0.2569 0.0783
O: -0.3435 -1.8057 2.1710
H: -0.2970 -2.0484 3.0957
H: -0.7134 -2.5756 1.7390
O: 3.0335 -0.7223 -0.0890
H: 3.3267 -1.3804 0.5412
H: 3.7379 -0.6788 -0.7357
O: 0.1208 1.9594 -2.4855
H: -0.6214 2.3934 -2.9063
H: 0.8080 1.9594 -3.1519
O: 0.8682 1.9962 2.2638
H: 0.4348 1.9714 3.1169
H: 1.7018 2.4360 2.4308
O: -0.6514 -1.6992 -1.8885
H: -1.5415 -2.0499 -1.9169
H: -0.2105 -2.1026 -2.6362
O: -2.9110 0.5571 0.2377
H: -3.2303 0.6772 -0.6566
H: -3.6319 0.8558 0.7921

Computed properties:
electronic energy	-625.7074	a.u.
highest occupied orbital energy	-19.15	eV
relative energy (zero: lowest compared OMol25 entry of this formula, charge and spin)	333.8	kJ/mol
LUMO level	-11.2	eV
HOMO-LUMO gap	7.992	eV
charge	+2

A structure of composition CdH13O7, computed with ωB97M-V/def2-TZVPD.

Geometry (Å):
Cd: 21.4630 1.6814 -32.9435
O: 21.1636 1.6571 -30.9908
H: 20.7609 1.9638 -30.1878
O: 18.3312 3.5183 -31.3423
H: 17.9650 4.3927 -31.5157
H: 18.9261 3.6506 -30.5873
O: 19.0208 -0.2374 -30.1151
H: 19.2167 -0.4606 -29.1988
H: 19.7393 0.3469 -30.3793
O: 20.6893 4.0550 -29.5719
H: 20.2851 3.7879 -28.7345
H: 20.8695 3.2224 -30.0480
O: 21.8593 0.0960 -28.9600
H: 22.2296 -0.7526 -29.2210
H: 21.6818 0.5660 -29.7998
O: 23.9415 2.7131 -30.2776
H: 23.6942 3.5442 -30.6981
H: 23.8513 2.0511 -30.9676
O: 19.3148 2.0130 -33.2738
H: 18.6576 2.0076 -33.9812
H: 18.8832 2.5270 -32.5334

Computed properties:
electronic energy	-701.8479	a.u.
highest occupied orbital energy	-13.80	eV
relative energy (zero: lowest compared OMol25 entry of this formula, charge and spin)	90.2	kJ/mol
LUMO level	-8.0	eV
HOMO-LUMO gap	5.755	eV
charge	+1

A structure of composition Cl11In, computed with ωB97M-V/def2-TZVPD.

Geometry (Å):
In: 0.1376 0.2022 0.0877
Cl: -2.6073 -2.8407 -2.1163
Cl: 1.5425 -1.3736 -2.8149
Cl: 1.9756 3.0866 0.5252
Cl: -0.6692 2.1462 3.1982
Cl: 3.5122 -1.8158 0.1738
Cl: 2.9421 2.0457 -3.0575
Cl: -3.0543 -0.6640 1.2178
Cl: -3.7254 3.3540 0.4529
Cl: 0.1265 -3.7161 0.8041
Cl: 1.5523 -1.6067 4.1217
Cl: -1.7324 1.1821 -2.5927

Computed properties:
electronic energy	-5250.4602	a.u.
highest occupied orbital energy	11.68	eV
LUMO level	15.1	eV
HOMO-LUMO gap	3.376	eV
charge	-8

A structure of composition Cl2F2Mg2, computed with ωB97M-V/def2-TZVPD.

Geometry (Å):
Mg: -0.1984 0.4757 0.4488
Mg: 0.6546 -2.1446 -0.4498
F: 0.0434 -1.2735 1.1494
F: -0.0067 -0.5703 -1.3948
Cl: 1.6676 1.8695 0.2453
Cl: -2.1605 1.6432 0.0011

Computed properties:
electronic energy	-1520.5254	a.u.
highest occupied orbital energy	-8.81	eV
relative energy (zero: lowest compared OMol25 entry of this formula, charge and spin)	56.3	kJ/mol
LUMO level	-4.4	eV
HOMO-LUMO gap	4.395	eV

A cluster of 2 separate species, Cl2H2 in total, computed with ωB97M-V/def2-TZVPD.

Geometry (Å):
Cl: 2.0660 -0.4145 -0.0713
H: 1.5743 0.7532 -0.2507
Cl: -2.3727 -0.3754 -0.0938
H: -1.2677 0.0367 0.4158

Computed properties:
electronic energy	-921.5819	a.u.
highest occupied orbital energy	-11.83	eV
SMILES	Cl.Cl
relative energy (zero: lowest compared OMol25 entry of this formula, charge and spin)	5.9	kJ/mol
LUMO level	0.6	eV
HOMO-LUMO gap	12.431	eV

A structure of composition Cl2H2NO2PS, computed with ωB97M-V/def2-TZVPD.

Geometry (Å):
N: -0.7863 0.4963 -0.2305
O: -2.5492 -0.4656 1.1634
O: -3.1967 0.2080 -1.3460
P: -2.2005 -0.2896 -0.3935
S: -1.3848 -2.5460 -1.3976
Cl: -4.2559 -0.9825 1.3837
Cl: -1.4561 3.3880 -0.7734
H: -0.6741 1.3658 -0.5723
H: 0.0259 0.0569 -0.0031

Computed properties:
electronic energy	-1866.2226	a.u.
highest occupied orbital energy (spin up / spin down)	-9.22 / -9.68	eV
relative energy (zero: lowest compared OMol25 entry of this formula, charge and spin)	454.6	kJ/mol
LUMO level (spin up / spin down)	-2.1 / -4.7	eV
HOMO-LUMO gap (spin up / spin down)	7.083 / 5.022	eV